[1]
Molecular formula: C5H13N2O
Method: DFT, the ωB97M-V functional and the def2-TZVPD basis

```
! wB97M-V def2-TZVPD RIJCOSX def2/J DEFGRID3
* xyz 1 1
O 2.291 2.015 2.135
C 1.322 1.524 2.642
C 0.388 0.653 1.840
N 0.862 0.650 0.424
H 1.086 1.661 3.706
H 0.413 -0.349 2.254
H -0.630 1.025 1.875
H 0.358 -0.102 -0.096
H 0.639 1.563 0.022
H 1.885 0.564 0.423
C -1.393 -1.558 0.114
C -1.570 -0.994 -1.087
N -1.315 -1.571 -2.312
C -0.617 -0.741 -3.300
H -1.059 -2.584 0.179
H -1.747 -1.066 1.008
H -2.007 -0.002 -1.180
H -0.884 -2.481 -2.215
H -0.597 -1.264 -4.251
H -1.149 0.195 -3.439
H 0.423 -0.546 -3.011
*
```

Values from the calculation:
Maximum force (eV Å⁻¹): 0.64
Total energy (eV): -10415.7404
LUMO energy (eV): -3.383
HOMO energy (eV): -12.294
Gap between HOMO and LUMO (eV): 8.91

***

[2]
Molecular formula: C30H86N2O14
Method: DFT, the ωB97M-V functional and the def2-TZVPD basis

```
! wB97M-V def2-TZVPD RIJCOSX def2/J DEFGRID3
* xyz 0 1
O 2.508 0.931 0.689
H 2.390 1.502 1.500
H 2.058 0.114 0.826
O -4.053 -1.257 0.727
H -4.150 -1.456 -0.182
H -4.162 -0.292 0.825
O 1.383 -1.523 1.736
H 1.993 -1.874 2.413
H 0.950 -2.292 1.295
O -2.010 0.700 5.130
H -1.279 0.520 4.532
H -1.871 0.191 5.931
O -4.289 2.080 4.265
H -4.613 2.737 4.887
H -3.509 1.706 4.679
O -1.952 -3.769 -1.719
H -2.881 -3.721 -1.441
H -1.846 -3.518 -2.647
C 1.223 -3.580 -6.551
C 1.022 -3.876 -5.052
C 2.335 -3.704 -4.244
C 2.869 -2.259 -4.238
C 1.814 -1.330 -3.553
C 0.460 -1.432 -4.251
N 0.098 -2.913 -4.321
O -1.228 -3.071 -4.782
C -0.484 -0.838 -3.224
C 0.500 -0.669 -5.594
C 0.490 -5.226 -4.954
H 1.932 -2.765 -6.741
H 0.274 -3.363 -7.049
H 1.621 -4.520 -7.031
H 2.084 -3.907 -3.232
H 3.099 -4.471 -4.547
H 3.055 -1.922 -5.260
H 3.833 -2.174 -3.763
H 2.255 -0.339 -3.565
H 1.798 -1.604 -2.519
H -1.511 -0.776 -3.497
H -0.395 -1.515 -2.376
H -0.231 0.223 -2.985
H 1.293 -1.029 -6.226
H -0.511 -0.924 -5.985
H 0.486 0.399 -5.411
H 1.210 -5.999 -5.220
H -0.385 -5.331 -5.548
H 0.039 -5.474 -3.968
H -1.287 -2.719 -5.674
C 2.587 0.873 4.193
C 2.915 2.360 4.053
C 4.364 2.391 3.722
C 4.875 3.770 3.327
C 4.070 4.149 2.072
C 2.541 4.153 2.297
N 2.181 2.837 2.826
O 0.844 2.866 3.173
C 2.116 5.335 3.155
C 1.922 4.230 0.930
C 2.602 3.079 5.351
H 2.796 0.435 3.195
H 1.592 0.724 4.519
H 3.168 0.394 4.924
H 4.833 1.922 4.596
H 4.680 1.717 2.924
H 5.967 3.753 3.020
H 4.845 4.602 4.047
H 4.368 3.465 1.288
H 4.410 5.146 1.701
H 2.791 5.452 3.980
H 2.023 6.272 2.589
H 1.094 5.245 3.529
H 2.244 5.067 0.301
H 2.123 3.287 0.388
H 0.848 4.285 1.045
H 3.032 2.455 6.101
H 1.502 3.160 5.445
H 3.077 4.064 5.454
H 0.531 1.951 3.077
C -1.247 -2.449 4.241
C -1.459 -2.772 5.728
O -0.948 -1.581 6.467
H -1.588 -1.446 3.885
H -1.717 -3.222 3.621
H -0.162 -2.516 4.104
H -0.877 -3.668 5.945
H -2.505 -2.866 6.049
H -0.898 -1.734 7.419
C 0.475 3.428 -2.270
C -0.520 3.028 -3.357
O 0.142 2.421 -4.458
H 0.005 4.015 -1.499
H 1.230 4.083 -2.797
H 1.049 2.617 -1.827
H -1.020 3.914 -3.716
H -1.295 2.365 -2.996
H -0.210 2.765 -5.237
C 2.316 -4.999 -0.182
C 0.917 -4.782 -0.728
O 0.384 -3.601 -0.103
H 2.895 -4.080 -0.294
H 2.800 -5.842 -0.657
H 2.303 -5.188 0.887
H 0.200 -5.590 -0.530
H 0.921 -4.593 -1.815
H -0.553 -3.486 -0.471
C -5.063 -0.144 -2.737
C -4.702 -1.566 -3.136
O -4.759 -2.322 -1.921
H -5.462 0.576 -3.459
H -4.277 0.374 -2.146
H -5.885 -0.168 -2.006
H -3.692 -1.595 -3.504
H -5.392 -2.002 -3.856
H -5.689 -2.408 -1.662
C -3.343 3.971 1.209
C -4.212 2.839 0.620
O -5.036 2.132 1.475
H -2.621 3.616 1.899
H -3.963 4.768 1.576
H -2.719 4.322 0.391
H -3.528 2.169 0.079
H -4.866 3.232 -0.136
H -4.751 2.148 2.396
C -1.077 0.571 0.260
C -1.521 0.138 1.632
O -0.528 0.279 2.661
H -1.930 0.731 -0.458
H -0.467 -0.168 -0.301
H -0.497 1.492 0.348
H -1.956 -0.840 1.644
H -2.269 0.841 1.977
H 0.202 -0.321 2.445
*
```

Values from the calculation:
Maximum force (eV Å⁻¹): 3.06
Total energy (eV): -64147.3469
LUMO energy (eV): 0.513
HOMO energy (eV): -8.388
Gap between HOMO and LUMO (eV): 8.90

***

[3]
Molecular formula: C15H40Br2N5O5
Method: DFT, the ωB97M-V functional and the def2-TZVPD basis

```
! wB97M-V def2-TZVPD RIJCOSX def2/J DEFGRID3
* xyz 3 1
C 5.230 -2.083 -1.075
C 4.648 -0.902 -0.383
O 3.454 -0.610 -0.578
N 5.671 -0.181 0.561
H 6.320 -0.868 0.918
H 6.267 0.459 0.057
C 4.979 0.373 1.856
H 5.456 -2.826 -0.310
H 6.111 -1.727 -1.609
H 4.538 -2.509 -1.801
H 4.401 1.263 1.607
H 5.808 0.587 2.531
H 4.412 -0.467 2.257
C -0.593 3.803 -2.432
C 0.024 3.442 -1.111
O -0.311 4.057 -0.089
N 1.051 2.313 -0.993
H 1.219 1.962 -1.925
H 1.962 2.666 -0.738
C 0.501 1.227 -0.085
H -1.446 3.164 -2.657
H 0.084 3.573 -3.255
H -0.914 4.840 -2.530
H 0.208 1.688 0.859
H 1.203 0.403 0.042
H -0.353 0.611 -0.365
C -1.930 0.303 -4.564
C -2.301 -1.094 -4.220
O -2.720 -1.895 -4.977
N -2.281 -1.429 -2.716
H -1.327 -1.495 -2.392
H -2.817 -0.743 -2.204
C -2.916 -2.812 -2.430
H -1.005 0.246 -5.138
H -1.876 0.986 -3.715
H -2.798 0.752 -5.047
H -3.997 -2.715 -2.326
H -2.521 -3.162 -1.476
H -2.532 -3.554 -3.129
C 1.154 -2.787 0.980
C 1.755 -2.586 2.324
O 2.956 -2.540 2.535
N 0.689 -2.109 3.345
H 0.654 -1.138 3.071
H -0.218 -2.523 3.183
C 1.040 -2.251 4.834
H 0.790 -1.857 0.542
H 0.217 -3.344 1.022
H 1.831 -3.319 0.311
H 0.123 -1.972 5.353
H 1.750 -1.477 5.126
H 1.331 -3.290 4.989
C -2.859 2.469 2.038
C -4.362 2.279 1.952
O -5.140 3.079 2.332
N -4.780 0.927 1.376
H -4.619 0.936 0.379
H -4.076 0.262 1.664
C -6.267 0.381 1.682
H -2.453 1.934 1.179
H -2.499 2.017 2.962
H -2.557 3.512 1.940
H -6.899 1.232 1.426
H -6.093 0.149 2.733
H -6.377 -0.500 1.051
Br 1.856 0.970 -4.069
Br 4.143 3.900 -0.682
*
```

Values from the calculation:
Maximum force (eV Å⁻¹): 5.15
Total energy (eV): -173945.3860
LUMO energy (eV): -9.794
HOMO energy (eV): -12.888
Gap between HOMO and LUMO (eV): 3.09

***

[4]
Molecular formula: C4H8O2
Method: DFT, the ωB97M-V functional and the def2-TZVPD basis

```
! wB97M-V def2-TZVPD RIJCOSX def2/J DEFGRID3
* xyz 0 1
C 0.043 2.617 0.569
C -0.292 1.523 -0.121
C 0.504 0.289 -0.077
C 0.593 -0.407 -1.236
O 0.820 -1.751 -1.349
H -0.475 3.545 0.354
H 0.973 2.695 1.119
H -1.177 1.467 -0.742
H 0.945 -0.221 0.773
H 0.535 0.063 -2.214
H 0.285 -2.153 -0.646
O -0.578 -2.564 1.029
H -1.178 -3.313 1.160
H -0.996 -1.790 1.381
*
```

Values from the calculation:
SMILES: C=C/C=C/O.O
Maximum force (eV Å⁻¹): 2.22
Total energy (eV): -8370.8584
LUMO energy (eV): 0.550
HOMO energy (eV): -8.164
Gap between HOMO and LUMO (eV): 8.71